i) {"formula": "C4H13N3O", "method": "ωB97M-V/def2-TZVPD", "charge": 0, "lumo_energy_ha": [0.0036, 0.0143], "symbols": ["C", "N", "O", "H", "H", "H", "H", "H", "C", "C", "N", "N", "C", "H", "H", "H", "H", "H", "H", "H", "H"], "positions_angstrom": [[-1.50991, 1.42916, -0.45339], [-1.95901, -1.35052, 0.07358], [-2.45377, 0.63501, -0.09676], [-2.58338, -1.56731, -0.70335], [-2.55002, -1.44342, 0.89965], [-1.17089, 2.16785, 0.29333], [-1.54698, 1.83186, -1.47950], [-0.28138, 0.76676, -0.55463], [1.81683, 1.46875, -0.13144], [0.91861, -0.89229, 0.23198], [0.96679, -0.78102, 1.58661], [0.55535, -2.11508, -0.22577], [1.01733, 0.26462, -0.58698], [0.67759, -1.58913, 2.11451], [0.78314, 0.11185, 2.01262], [-0.57753, -2.13981, -0.06134], [0.70443, -2.19483, -1.22507], [1.13072, 0.02750, -1.64193], [1.46821, 1.85238, 0.83014], [2.87957, 1.23595, -0.03068], [1.71431, 2.28174, -0.85158]], "lowdin_charge": [-0.2884, -0.0038, -0.1601, 0.0099, 0.0067, 0.0834, 0.0879, 0.0921, -0.0981, -0.4633, 0.1719, 0.0569, -0.1975, 0.1079, 0.1007, 0.0670, 0.0826, 0.1194, 0.0662, 0.0794, 0.0792]}

ii) {"formula": "C4H13N3O", "method": "ωB97M-V/def2-TZVPD", "charge": 0, "lumo_energy_ha": 0.0257, "smiles": "[H]/N=C\\NCCCN.O", "symbols": ["H", "N", "C", "N", "C", "C", "C", "N", "H", "H", "H", "H", "H", "H", "H", "H", "H", "H", "O", "H", "H"], "positions_angstrom": [[-2.25379, -0.10010, 2.17826], [-1.86314, -0.62610, 2.95450], [-0.59371, -0.82579, 2.96423], [0.38525, -0.15035, 2.32628], [0.40812, 0.45004, 0.98616], [-0.48611, -0.33171, -0.03117], [-0.46780, 0.41044, -1.37818], [-0.90699, 1.83123, -1.26819], [-0.23292, -1.22727, 3.93590], [1.29330, -0.10201, 2.75493], [1.40369, 0.44540, 0.56902], [0.08873, 1.49451, 1.02730], [-0.00052, -1.32778, -0.04469], [-1.52661, -0.50494, 0.16705], [0.58690, 0.55566, -1.67290], [-1.09487, -0.13302, -2.08585], [-1.67220, 1.87989, -0.60856], [-0.12282, 2.42258, -1.05809], [2.54355, -1.21992, -3.64459], [2.06281, -2.02927, -3.51308], [2.44914, -0.91150, -4.55833]], "lowdin_charge": [0.0151, 0.0601, -0.3472, -0.0256, -0.1862, -0.1950, -0.2750, -0.0155, 0.1153, 0.1172, 0.1136, 0.0994, 0.1188, 0.0829, 0.1062, 0.1009, 0.0608, 0.0522, -0.0605, 0.0205, 0.0421]}

Of them, the most stable is ii) and the least stable is i).

i) {"formula": "C4H13N3O", "method": "ωB97M-V/def2-TZVPD", "charge": 0, "lumo_energy_ha": 0.0372, "smiles": "COC(C)(N)N.C=N", "symbols": ["C", "O", "C", "C", "N", "N", "H", "H", "H", "H", "H", "H", "H", "H", "H", "H", "C", "N", "H", "H", "H"], "positions_angstrom": [[1.10647, -1.60779, -0.93276], [0.64122, -1.04727, 0.28119], [-0.70080, -0.58493, 0.30733], [-0.75154, 0.52682, 1.47837], [-1.61773, -1.62048, 0.69760], [-1.08882, -0.10782, -0.98505], [1.30676, -0.82781, -1.66860], [2.03074, -2.12698, -0.68168], [0.38952, -2.31911, -1.34694], [-0.82408, 1.52055, 1.03238], [0.09946, 0.45866, 2.14844], [-1.64539, 0.33861, 2.07149], [-1.27723, -2.10502, 1.51890], [-1.87199, -2.22300, -0.07740], [-0.49792, 0.67708, -1.26640], [-2.05967, 0.17530, -0.96490], [1.55472, 1.96896, -0.05088], [0.87838, 2.10443, -1.09863], [1.91451, 0.97040, 0.19986], [1.82818, 2.76929, 0.64249], [0.58520, 3.06011, -1.30480]], "lowdin_charge": [-0.1103, -0.1782, -0.6913, -0.0102, 0.0844, 0.0876, 0.0741, 0.0859, 0.0805, 0.0530, 0.0660, 0.0627, 0.0882, 0.0769, 0.0327, 0.0893, -0.1215, 0.0271, 0.0644, 0.0783, 0.0603]}

ii) {"formula": "C4H13N3O", "method": "ωB97M-V/def2-TZVPD", "charge": 0, "lumo_energy_ha": 0.0327, "smiles": "[H]/N=C/NC.CNCO", "symbols": ["H", "N", "C", "N", "C", "H", "H", "H", "H", "H", "C", "N", "C", "O", "H", "H", "H", "H", "H", "H", "H"], "positions_angstrom": [[0.06681, 3.98578, -0.67602], [0.13327, 3.00566, -0.93002], [-1.02712, 2.48852, -0.81828], [-1.29385, 1.19498, -1.15044], [-2.61678, 0.62841, -0.88953], [-1.88967, 3.03663, -0.43036], [-0.66278, 0.77021, -1.79792], [-2.60521, 0.02396, 0.01758], [-3.30741, 1.46066, -0.78735], [-2.90735, -0.00371, -1.72533], [0.77554, -0.25428, 1.11652], [0.88164, -1.69052, 0.99526], [2.20494, -2.11769, 0.61108], [2.22459, -3.50930, 0.34594], [1.29639, 0.11007, 2.00574], [-0.26342, 0.04253, 1.22247], [1.22203, 0.30152, 0.27774], [0.21894, -2.04616, 0.32737], [2.49998, -1.62785, -0.32871], [2.92803, -1.87655, 1.39202], [2.12142, -3.92289, 1.22225]], "lowdin_charge": [0.0243, 0.0548, -0.3611, -0.0721, -0.0887, 0.1178, 0.1221, 0.0683, 0.0733, 0.0791, -0.1522, -0.1148, -0.3367, -0.0595, 0.0787, 0.0621, 0.0691, 0.0992, 0.1216, 0.1219, 0.0929]}

Of them, the most stable is ii) and the least stable is i).